24
Properties=species:S:1:pos:R:3 method="wB97M-V/def2-TZVPD" mol_weight_da=432.7 total_charge=+1 de_lowest_kcal_mol=0.00 lumo_energy_ev=-4.17 orbital_gap_ha=0.2428
Y -0.416 -0.050 -0.375
O -1.662 3.188 2.277
C -1.297 2.522 1.228
O -1.398 1.299 1.126
C -0.787 3.351 0.080
O -0.149 2.498 -0.860
C 1.280 2.685 -0.934
C 1.950 1.818 0.150
O 2.772 2.232 0.911
O 1.458 0.589 0.116
H -2.024 2.594 2.960
H -0.126 4.143 0.432
H -1.657 3.818 -0.391
H 1.568 3.728 -0.817
H 1.572 2.332 -1.922
Te -1.247 -1.800 1.749
C -0.604 -3.192 0.313
C 0.023 -4.392 0.448
C 0.354 -4.998 -0.808
C 0.006 -4.255 -1.888
S -0.807 -2.830 -1.362
H 0.252 -4.833 1.406
H 0.825 -5.966 -0.903
H 0.114 -4.482 -2.934